{
  "formula": "C49H86F12O23",
  "method": "ωB97M-V/def2-TZVPD",
  "elements": ["F", "H", "O", "H", "C", "F", "C", "H", "H", "H", "H", "O", "H", "C", "F", "H", "H", "H", "H", "O", "H", "H", "O", "O", "F", "H", "C", "C", "H", "C", "H", "H", "H", "C", "H", "O", "H", "H", "H", "C", "H", "C", "O", "C", "H", "H", "C", "O", "H", "H", "C", "H", "C", "H", "H", "H", "C", "H", "H", "H", "H", "H", "H", "C", "C", "H", "C", "O", "O", "C", "H", "H", "H", "O", "C", "H", "H", "C", "H", "C", "O", "O", "H", "C", "C", "F", "C", "H", "C", "H", "C", "H", "H", "H", "F", "C", "O", "F", "O", "H", "O", "H", "H", "H", "H", "H", "C", "F", "H", "C", "H", "O", "H", "C", "C", "H", "H", "C", "C", "H", "H", "F", "O", "H", "C", "H", "F", "H", "C", "H", "H", "C", "H", "C", "C", "C", "C", "H", "H", "H", "C", "H", "C", "H", "H", "C", "C", "O", "F", "H", "O", "H", "H", "H", "F", "H", "O", "H", "H", "O", "H", "H", "H", "H", "O", "C", "C", "C", "C", "C"],
  "coordinates": [[2.135963, 3.178104, -0.102558], [4.205077, -0.940462, -6.249940], [2.272012, 6.439206, -2.397665], [-3.451978, -0.858863, -0.158159], [1.662295, 6.490725, -1.359122], [2.110758, -0.825321, 2.379104], [0.553788, 5.188706, 3.598260], [3.249554, -5.127988, -4.835855], [-1.234784, 6.704430, 5.451550], [0.123036, 5.170450, 6.265028], [2.209560, -2.936830, -6.002393], [0.351219, -7.153160, -2.935194], [-2.942670, -1.877566, -2.657336], [-1.664359, -4.429750, 3.549981], [-0.508008, 5.352617, -1.493479], [0.484178, -1.926896, -4.931626], [3.123125, 7.317092, 2.141323], [-1.669673, 1.068918, -2.864609], [1.408286, -8.707318, -3.832378], [-5.897678, 0.720438, 0.868408], [0.192819, 0.450016, -4.769881], [-3.744524, 0.642169, -4.939031], [-1.592462, -6.710221, -3.944680], [0.341639, -1.145911, 4.488235], [5.193570, 1.830209, 4.208399], [3.246692, 5.634402, 2.133129], [0.805350, -2.833916, -4.477066], [1.082800, -1.120298, -1.006279], [2.498328, -4.095779, -2.325255], [-7.157316, 0.082462, 0.638533], [-3.638627, 2.765869, 3.987760], [3.705731, -3.233472, -3.373778], [-5.184533, -2.400001, 0.878901], [1.380044, -1.806487, 6.975957], [0.993191, -4.268467, -6.142504], [2.083969, 6.431424, -0.134758], [-0.954194, 1.646263, 3.644312], [-1.619207, -4.077444, 4.555996], [-0.060514, -3.400788, -4.090239], [-1.334943, 5.747990, 4.872794], [0.082970, -1.206951, -1.492576], [1.501552, -2.366206, -0.266664], [-1.351795, -3.957948, 1.354163], [2.371248, -4.593851, -4.473931], [-2.799966, -3.014377, 2.281028], [6.195054, 0.958921, 0.184535], [-2.854197, 1.266661, -4.739647], [4.841803, 3.079312, 1.316164], [-2.860332, 0.648787, 1.553824], [0.845785, -2.734663, 7.071080], [1.006810, 1.194950, -0.545396], [1.510801, 3.412725, -3.378984], [-3.082284, 1.845446, 4.158715], [-1.867497, 2.533322, 2.404122], [-1.495070, -0.263149, 2.138207], [4.761922, -0.495349, -4.584557], [5.132768, 0.611552, 0.342977], [-1.009046, 3.070448, -5.761917], [-7.793145, 0.784225, 0.181234], [-0.970532, 3.812303, 5.970198], [-3.165132, -5.885866, -1.882155], [-0.225988, -8.299566, -4.539134], [-3.128568, 2.286109, -4.432414], [-0.837107, -6.558380, -3.026744], [3.012470, 1.473987, -4.520133], [0.697693, -0.965248, 6.847200], [2.355202, 3.746914, -3.993144], [1.737366, -2.555798, -3.483928], [2.906583, 1.165338, -3.372422], [4.566769, 2.144035, 1.972214], [-2.728344, 2.933751, -0.221526], [-2.658781, -0.914963, 4.189863], [-1.417433, 5.145723, 2.773721], [-2.257315, 1.415933, -6.069845], [-1.793955, -3.329651, 2.501038], [-2.762048, 1.833744, 5.160629], [-6.857472, -0.685241, -0.062177], [4.141053, 2.254051, 3.461675], [3.187261, 4.037330, -3.343851], [-2.298900, 0.381447, 2.439663], [1.232275, -0.015447, -0.075888], [-3.962141, 0.650477, 3.982217], [-2.431687, -4.629374, -2.921183], [-0.981602, 1.969218, -5.874537], [2.356051, -1.601730, 8.120842], [-0.461585, 7.126390, -0.246652], [-0.263086, -4.839923, 1.607699], [1.233928, -3.238450, -0.812242], [1.290124, 2.290854, 0.436660], [-2.265118, -4.469632, -1.188133], [-1.911832, 1.700374, 3.152315], [-0.365226, -5.838870, 1.189417], [-1.634596, -0.356695, -3.869428], [4.570344, 1.243036, -0.377860], [3.677944, -1.551775, 3.662798], [-3.196187, -0.348311, 3.388380], [2.738234, 2.736993, -4.972746], [1.854610, 1.989298, 1.624477], [-1.071546, -5.798045, -1.974623], [2.068147, 4.562481, -4.638269], [3.412649, 0.769317, -5.550539], [1.855649, -1.344339, 9.068812], [0.696082, -4.451412, 1.274219], [-2.491451, -2.364712, -0.357949], [-0.233227, -6.030720, 3.397456], [-0.821546, 6.872225, 2.984045], [-0.481646, 4.660923, 5.517430], [3.836390, 3.465217, 3.766414], [-2.479351, -5.133035, 3.293105], [2.642169, -3.654881, -3.298496], [-2.431500, 5.570132, 4.857206], [2.112347, -1.853953, 5.720395], [0.985506, -2.556052, 0.649309], [1.602477, -3.696523, -5.468567], [3.683302, 6.516062, 1.651600], [-3.431391, 2.157054, -1.618333], [5.288577, -0.940729, -1.097939], [-5.433847, 1.411123, -0.183274], [3.911776, -0.548468, -5.272029], [1.793882, -0.958010, -1.799677], [-3.919059, -1.028063, 2.885728], [3.109345, 1.422230, 3.781173], [-5.626498, -2.813516, -1.039780], [1.207446, -7.300970, -4.815684], [2.380804, -1.684000, 3.365784], [-4.511431, -3.857875, -2.450396], [2.146989, -2.899094, 2.909552], [-1.214968, -2.430015, 2.727708], [-2.321265, -5.184952, -1.981364], [3.937704, 5.368999, 0.026111], [4.041109, -1.256195, 0.177906], [-4.589195, -2.784658, 0.016360], [2.977621, -2.454038, 8.177655], [-0.401362, 1.309686, -4.598202], [-3.820726, -1.818787, -2.026068], [-0.846236, 5.856018, 3.371846], [-1.628364, 0.737642, -3.912389], [0.129063, 2.062212, -4.005418], [0.518093, -4.504679, 3.731826], [0.936799, 4.686373, 2.676424], [-0.285224, -4.960855, 3.141993], [1.314656, 5.827567, 4.100442], [-4.882267, -2.842765, -2.240199], [4.762471, 6.551714, 1.804185], [3.003841, -0.750971, 7.874371], [-3.453110, -1.879081, -0.505453], [5.049658, -0.843087, -0.039003], [0.583059, 1.420391, -1.630088], [0.134634, 2.973063, 0.671944], [-7.407981, -0.315429, 1.636400], [0.302457, 4.113962, 4.455625], [5.821482, -1.418906, 0.515146], [-0.472075, 1.765233, -6.833935], [-4.153051, 3.669114, -1.228025], [-0.361850, 7.284410, -2.423898], [3.961915, 7.077311, -0.505427], [-4.495868, 2.181912, 0.174374], [-4.152472, -0.790027, -2.171837], [-4.285896, -3.831989, 0.118558], [-5.927364, 1.314444, -1.313656], [3.223489, -1.194805, -4.845108], [-5.573762, -2.721993, -3.084129], [1.684411, -5.368508, -4.193354], [2.552743, -2.574625, -0.128825], [4.628055, 0.863819, 1.640120], [-3.682058, 2.809878, -0.808827], [3.494086, 6.373785, 0.184674], [1.477844, -1.511973, 4.605554], [0.031992, 6.578696, -1.360545], [0.708654, -7.891022, -4.101311]],
  "forces_ev_per_angstrom": [[0.082, 0.045, -0.566], [0.135, 0.124, 0.267], [-0.271, 0.128, 0.911], [0.005, 0.080, 0.665], [-1.393, -0.295, -1.204], [-0.234, -0.139, 0.570], [0.198, -0.297, -1.519], [0.142, 0.379, -0.171], [0.138, -0.689, -0.732], [0.526, -0.265, 0.183], [0.088, -0.917, -0.034], [0.579, 0.266, 0.395], [0.227, -0.484, -0.217], [0.275, 0.401, -1.332], [0.322, 0.107, 0.206], [-0.397, 0.843, -0.171], [0.498, 0.492, -0.356], [-0.138, -0.063, -0.233], [-0.573, 0.509, 0.252], [0.924, 1.280, 0.334], [1.239, -0.407, -0.577], [0.536, 0.172, 0.752], [-0.543, 0.142, -0.461], [0.124, -0.139, 0.129], [-0.205, 0.398, -0.070], [0.480, -0.162, -0.098], [-0.126, -1.777, -0.607], [0.566, -0.469, -0.233], [-0.030, -0.246, 0.295], [2.003, -1.267, 0.591], [-0.403, -0.263, -0.055], [-1.336, -0.504, 0.292], [0.946, -0.465, -0.275], [-0.150, 1.037, -0.223], [-0.243, -0.135, -0.451], [-0.171, -0.315, 1.025], [0.303, -0.043, 0.213], [-0.554, 0.090, 0.762], [0.053, 0.215, 0.051], [-1.742, 1.298, -0.451], [0.499, 0.387, 0.824], [-0.384, -0.657, -0.095], [0.680, -0.690, -2.726], [-0.076, 0.271, -0.367], [-0.530, 0.122, 0.169], [-0.907, -0.170, 0.787], [1.321, 0.134, -1.422], [0.436, 1.461, -1.037], [-0.261, -0.081, -0.234], [-0.401, -0.335, -0.007], [-0.186, -2.113, -0.240], [0.253, 0.018, -0.140], [-0.675, -0.984, -1.510], [-0.090, -0.616, 0.775], [0.789, -0.021, -0.204], [0.034, 0.104, -0.254], [0.765, 0.884, -2.319], [-0.190, -0.275, 0.126], [-1.278, 0.598, -0.245], [-0.481, -0.020, 0.212], [0.435, 0.160, 0.086], [0.830, 0.087, 0.124], [-0.231, -0.287, 0.309], [-0.039, -0.352, -0.347], [-0.568, 2.792, -0.089], [-0.229, -0.204, 0.385], [0.042, -0.742, -0.307], [0.585, 0.391, 1.159], [0.292, -0.942, 0.719], [-0.572, -1.540, 1.413], [-0.928, 0.741, -0.917], [0.010, 0.170, -0.637], [-0.078, 0.377, -0.216], [-0.833, -0.057, 0.794], [-0.196, 0.302, 0.934], [0.600, 0.014, 1.361], [-0.978, -0.675, -0.199], [0.180, -2.389, -0.175], [-0.065, -0.196, -0.235], [0.403, 0.207, -0.358], [-0.068, 0.164, 0.563], [0.078, 2.340, 0.618], [-0.204, -0.167, 0.143], [0.551, -0.207, -0.752], [-0.350, 1.387, -0.712], [0.151, -0.010, -0.265], [0.353, 0.402, 1.747], [-0.663, -0.615, -1.058], [0.212, 2.312, 1.310], [-0.294, 0.242, 0.671], [-0.747, -0.134, -0.623], [-0.600, 0.197, -0.492], [0.091, 0.153, -0.259], [0.041, -0.416, 0.384], [-0.063, -0.248, -0.024], [-0.524, -0.743, 0.415], [0.188, -0.780, 0.394], [-0.899, -0.583, -0.656], [1.431, -0.912, 0.431], [-0.100, 0.374, 0.165], [0.100, -0.812, -0.344], [0.076, -0.471, -0.433], [-0.034, 0.251, -0.241], [0.119, 0.175, 0.254], [0.133, 0.222, 0.048], [-0.085, -0.163, -0.096], [0.122, -0.069, -0.553], [-0.380, 1.400, 0.535], [0.475, 0.076, 0.734], [1.301, 0.894, -1.150], [0.631, -0.255, 0.222], [0.437, -0.252, -0.286], [-0.307, 0.541, 0.775], [0.472, 0.845, 0.578], [-0.737, 0.179, 0.776], [-0.167, -0.706, -0.505], [-0.182, 0.027, -0.024], [-3.636, -1.978, -2.210], [1.605, 1.008, -0.898], [0.032, 0.313, -0.416], [0.555, 0.245, 0.216], [0.581, 0.706, -0.186], [0.847, -0.011, 0.682], [0.445, 1.056, -0.854], [0.443, 1.061, 0.199], [0.432, 0.047, 0.451], [0.180, -1.141, -0.461], [0.240, -0.020, 0.182], [-1.051, 0.907, -0.776], [-0.666, 0.361, -0.828], [0.727, 0.256, -0.226], [-1.892, 0.600, -0.327], [0.661, -0.965, 0.536], [-0.694, 0.888, -0.419], [1.121, 1.288, 0.200], [1.385, -0.874, 2.126], [-1.837, 0.282, 1.021], [-0.121, -0.521, -0.028], [-0.151, 0.312, -0.551], [0.059, 0.875, 0.528], [-0.151, -1.900, 0.734], [-0.382, 0.156, -0.665], [-0.975, -0.680, -0.633], [-0.156, 0.096, 0.462], [-0.120, -0.106, 0.067], [-0.652, -1.135, -1.076], [-0.045, -0.572, 0.931], [-0.394, 0.894, -0.732], [0.484, -0.628, 0.091], [-0.405, 0.252, -0.717], [-0.276, -0.148, 0.895], [-0.606, 0.176, -0.209], [0.275, 0.082, 0.641], [-0.140, 0.871, 0.099], [0.079, 0.118, 0.326], [0.307, 0.147, 0.463], [1.943, 1.183, 1.136], [-0.625, -0.177, -0.355], [0.263, 0.226, 0.477], [1.081, 0.241, 1.412], [-1.756, -0.894, 0.885], [0.099, 0.698, 0.244], [-0.426, -0.363, 0.415], [0.455, 0.813, 0.221], [0.315, -0.076, 0.379], [1.727, -0.629, 1.162], [0.414, -0.795, -0.970], [-0.279, 0.535, 0.328], [1.133, -0.222, -0.380], [-0.870, -2.037, 0.370]],
  "total_charge": 0,
  "homo_ev": -9.2,
  "homo_lumo_gap_ev": 9.7
}